106
Properties=species:S:1:pos:R:3:forces:R:3:mulliken_charge:R:1 method="wB97M-V/def2-TZVPD" fmax_ev_per_a=4.66 total_charge=0 e_lumo_ha=0.0197
O -4.60352 4.72242 1.46260 0.01 -0.66 0.20 -0.643
C -4.75343 3.78263 2.20076 0.87 0.91 1.72 0.555
O -4.01873 3.66486 3.37988 -0.96 -0.57 -0.40 -0.367
C -4.40518 2.40526 4.10284 -0.30 0.32 -2.58 -0.118
C -5.80763 2.02664 3.47732 1.17 0.68 1.96 -0.549
C -5.67053 2.62006 2.13270 -1.75 0.84 -1.78 -0.258
H -4.35908 2.63901 5.15362 -0.05 -0.20 0.19 0.373
H -3.70783 1.66352 3.73368 0.46 -0.21 0.61 0.011
H -6.49952 2.52070 4.15551 -0.71 -0.12 -0.45 0.316
H -5.99539 0.96639 3.35392 0.10 -0.14 0.65 0.279
H -6.63528 2.88610 1.60460 1.15 -0.29 0.54 0.377
H -5.13145 1.91403 1.53185 0.19 -0.60 -0.73 0.120
O 1.27171 -1.56394 2.45392 -0.17 -0.27 -0.44 -0.322
C 2.45188 -1.40148 2.33892 0.48 0.96 0.50 0.218
O 3.27325 -1.79573 3.34577 0.90 -0.44 -0.41 -0.495
C 4.67599 -1.48828 3.08286 -0.58 0.20 -0.29 -0.511
C 4.64610 -0.63432 1.79195 1.41 1.12 0.15 -0.781
C 3.23237 -0.57216 1.29359 -0.71 -1.41 0.55 1.246
H 5.33459 -2.38140 3.08580 -0.90 0.14 -0.54 0.282
H 5.04373 -0.92429 3.91854 -0.10 0.49 0.50 0.314
H 5.25349 -1.09077 1.02337 0.41 0.02 -0.07 0.309
H 5.02442 0.41664 1.98523 -0.18 -1.31 -0.14 0.230
H 3.12019 -1.01263 0.30591 -0.16 -0.06 0.05 -0.266
H 2.82402 0.41837 1.26670 -0.33 0.56 0.12 -0.143
O -2.73428 2.11132 -1.06889 0.21 -0.11 1.11 -0.671
C -2.36234 2.96221 -0.28772 -1.29 -0.06 -1.22 0.461
O -2.10515 2.78503 1.01431 0.64 -0.49 -0.09 -0.341
C -1.09996 3.77636 1.41381 -0.61 -0.67 -0.85 0.078
C -1.36377 4.95405 0.46603 0.92 0.39 0.45 -0.652
C -2.16943 4.39631 -0.71275 -0.14 0.00 1.99 -0.579
H -0.11104 3.31200 1.32759 -0.21 0.12 -0.36 -0.204
H -1.25139 3.96236 2.44711 -0.40 0.41 0.86 0.383
H -0.39258 5.37085 0.22213 0.08 0.24 -0.37 0.432
H -1.91817 5.72146 0.99614 -0.14 0.02 -0.04 0.314
H -1.68924 4.28594 -1.65446 0.35 0.71 -0.90 0.450
H -3.13724 4.93556 -0.70722 0.44 -0.65 -0.58 0.253
O -4.23234 -0.84737 2.86530 -1.72 1.71 -0.65 -0.534
C -3.41089 -1.47181 3.41434 3.38 -2.32 0.95 0.568
O -2.25619 -0.93386 3.96310 -0.43 -0.42 -0.46 -0.357
C -1.30486 -1.97768 4.37133 -0.86 0.12 0.21 -0.187
C -1.82455 -3.30716 3.79040 -0.50 0.30 -0.98 0.336
C -3.31472 -3.00635 3.51947 -0.96 0.36 1.05 -0.627
H -1.27455 -1.94037 5.44849 -0.14 -0.19 0.49 0.314
H -0.31759 -1.72454 4.01375 0.01 0.15 -0.32 -0.012
H -1.65445 -4.21948 4.40485 -0.01 0.84 -0.43 0.478
H -1.35675 -3.38366 2.81013 0.29 -0.49 0.07 -0.554
H -3.86077 -3.27270 4.45716 -0.04 0.14 -0.73 0.301
H -3.88751 -3.40258 2.64446 0.97 -0.09 0.73 0.309
O 2.17244 -2.10197 -2.52977 -0.91 0.27 -1.56 -0.430
C 1.87324 -1.78394 -3.66671 1.40 0.70 0.91 0.424
O 0.89922 -2.36500 -4.38391 0.12 -0.75 -0.09 -0.413
C 0.81286 -1.89839 -5.76704 -0.15 1.31 1.60 0.119
C 2.07588 -0.98120 -5.94816 -1.12 0.76 -0.60 -0.608
C 2.63658 -0.74930 -4.53213 -1.02 -0.90 -0.93 -0.172
H -0.16718 -1.37149 -5.72806 0.85 0.16 -0.64 -0.294
H 0.67877 -2.71915 -6.45150 0.44 -0.50 0.00 0.412
H 1.70200 -0.00783 -6.38274 0.65 -1.05 0.25 0.279
H 2.85754 -1.39974 -6.58745 -0.47 -0.11 -0.14 0.285
H 2.47133 0.29801 -4.33363 -0.09 -0.01 1.00 -0.226
H 3.68598 -0.98679 -4.48857 0.37 0.01 0.20 0.601
O 0.28486 0.49666 -3.00269 -0.11 0.00 -0.33 -0.498
C -0.71485 0.28246 -3.63634 -0.50 0.14 0.17 0.146
O -0.98667 0.91360 -4.80398 0.27 0.56 0.22 -0.392
C -2.32748 0.65285 -5.26638 0.94 -0.81 -2.56 -0.530
C -3.00105 -0.12394 -4.18563 -1.53 1.17 1.67 -0.554
C -1.86025 -0.63381 -3.32568 -0.17 -1.47 1.33 0.522
H -2.19736 0.09123 -6.23308 -0.17 0.21 0.82 0.172
H -2.79151 1.59274 -5.57408 0.05 -0.01 0.50 0.406
H -3.77652 -0.85063 -4.44794 0.54 0.00 -0.38 0.401
H -3.56303 0.66236 -3.61728 0.41 -0.78 0.02 0.154
H -1.57371 -1.69256 -3.52305 0.06 0.67 -0.36 0.290
H -2.06631 -0.69841 -2.22843 0.07 0.54 -0.88 -0.201
C -0.51517 -0.00272 0.48777 -1.24 -0.88 0.65 1.541
C -1.07813 -1.38605 0.18274 -1.18 -2.43 0.37 0.122
N -1.57018 -2.46757 0.10010 1.86 4.27 0.08 -0.772
H -0.40864 0.61226 -0.39953 -0.58 -0.01 -0.20 0.062
H 0.48104 -0.10146 0.88685 0.16 -0.40 0.29 -0.855
H -1.18080 0.45530 1.29204 0.81 -0.46 -1.28 -0.165
C 0.34506 -4.93290 0.81927 0.66 -0.29 -1.58 -0.626
C 0.76719 -4.75610 -0.69846 0.44 -1.82 1.24 -0.032
O 2.23980 -5.17262 -0.90180 -1.73 0.00 0.08 -0.396
C 3.16038 -4.27805 -0.60194 -0.48 -3.36 -2.78 0.329
O 3.02359 -3.29340 -0.02247 -0.13 3.78 2.71 -0.315
C 4.44259 -4.62552 -1.37318 0.80 0.82 -0.66 0.719
F 4.36496 -4.14880 -2.63191 -0.59 -0.35 -0.16 -0.226
F 5.49340 -3.96212 -0.87108 0.14 -0.49 0.71 -0.259
F 4.69473 -5.92558 -1.44570 0.19 -0.08 0.24 -0.246
H -0.69936 -4.59326 0.97009 0.80 -0.06 -0.17 0.297
H 1.07738 -4.29882 1.32246 -0.47 -0.14 0.65 0.020
H 0.42817 -6.01016 1.12419 0.09 1.03 -0.27 0.323
H 0.66391 -3.75919 -1.08249 0.04 0.46 0.01 -0.004
H 0.22789 -5.48427 -1.32311 0.40 0.40 0.07 0.339
C 2.94869 2.03466 -1.54895 -1.55 0.82 -1.49 -0.471
C 2.43633 3.38084 -1.06868 -1.13 1.25 0.63 -0.482
O 2.14961 3.39724 0.51187 2.85 0.49 -1.44 -0.149
C 3.34879 3.70396 1.14007 -1.22 0.13 -2.81 0.358
O 4.39605 3.85435 0.58079 -0.05 -0.06 0.37 -0.541
C 3.20198 3.80091 2.61748 -0.31 1.43 1.04 0.756
F 2.16666 4.64052 2.96795 1.14 -0.86 -0.19 -0.262
F 2.97787 2.59682 3.03672 -1.25 -2.08 0.99 -0.172
F 4.31901 4.16816 3.24101 -0.13 0.88 -0.33 -0.276
H 2.93798 2.04650 -2.69797 0.42 0.28 1.56 0.280
H 2.10590 1.35014 -1.37624 0.81 -0.44 0.44 -0.045
H 3.92418 1.80730 -1.15377 0.11 -0.46 0.09 0.473
H 1.40572 3.56087 -1.47232 0.89 -0.17 0.52 0.261
H 3.06423 4.29554 -1.30831 -0.64 -1.34 0.56 0.377

91
Properties=species:S:1:pos:R:3:forces:R:3:mulliken_charge:R:1 method="wB97M-V/def2-TZVPD" fmax_ev_per_a=3.44 total_charge=-2 e_lumo_ha=0.1488
C -2.12500 -4.92060 2.17940 -0.68 0.48 -0.61 -1.195
C -2.10395 -4.36706 0.69781 0.34 0.03 0.26 0.275
C -1.05974 -5.08874 -0.24447 -0.20 -0.52 0.64 -0.646
C 0.26922 -5.53451 0.47150 0.53 0.48 -0.08 -0.939
C 1.12689 -4.30668 1.01998 -0.24 -0.23 -1.06 0.254
C 2.48721 -4.20099 0.21677 -0.30 0.24 0.77 -0.638
C 3.44986 -3.10212 0.86526 -1.06 -0.80 -0.84 -0.822
C 3.10224 -1.73250 0.16365 1.46 -0.25 0.34 0.660
C 4.19605 -0.61775 0.35976 -0.42 0.38 -0.17 -1.285
C 3.79350 0.75165 -0.37000 0.10 -0.63 1.88 0.688
C 4.13740 1.91298 0.65830 0.52 0.14 -0.78 -0.687
C 3.75120 3.33211 0.11615 -0.35 0.47 -0.19 -1.148
C 2.22695 3.69042 0.30124 -0.01 -0.49 0.10 -0.193
C 1.69260 3.45165 1.79204 0.03 -0.84 -1.12 -0.998
C 0.76117 2.16590 1.73021 -0.86 0.28 -0.38 1.892
C -0.17920 1.92378 3.00605 0.11 -0.34 -0.53 -1.309
C -1.72121 1.95344 2.67576 -1.84 1.54 1.01 0.770
C -2.60931 2.85385 3.47324 -0.88 -2.09 -2.59 -0.827
C -4.04821 2.91902 3.14786 1.30 -0.59 -0.30 1.021
N -4.84289 3.82343 3.91339 0.21 -0.83 -0.45 -0.638
C -4.66794 2.12692 2.07940 2.27 -0.60 0.18 -0.945
C -3.79773 1.25108 1.30748 1.04 0.99 1.08 0.555
C -2.35257 1.18558 1.62050 -0.48 0.13 -0.24 0.359
C -1.49307 0.25637 0.71609 -1.27 0.92 0.12 -0.140
O -0.62911 -0.48237 1.15064 -0.24 0.34 -0.61 -0.504
C -1.87764 0.33026 -0.79980 -0.35 0.17 -0.64 0.135
C -0.82976 0.37594 -1.80156 -3.10 0.11 -0.35 0.852
C -1.25271 0.49209 -3.20339 -0.57 -0.40 1.47 -0.220
C -0.13021 0.59195 -4.29637 -0.37 0.44 -0.01 0.670
C -0.57270 -0.00587 -5.70553 0.87 0.86 0.47 -1.653
C 1.28058 0.05803 -3.80594 -0.40 0.26 -0.43 -0.548
C 1.27671 -1.47374 -3.43193 -0.03 0.68 0.73 -0.638
C -2.68859 0.52131 -3.52134 0.56 0.02 1.42 -0.693
C -3.74075 0.47504 -2.50236 2.51 -0.26 1.02 -1.196
C -3.31491 0.38598 -1.11649 1.43 0.08 -0.67 0.708
C -4.29003 0.37475 0.11231 1.04 0.73 0.22 -0.138
O -5.30841 -0.28670 0.13666 0.34 0.58 -0.24 -0.613
H -2.85514 -4.27948 2.75080 0.81 -0.69 -0.37 0.388
H -1.12070 -4.86686 2.67327 -0.96 -0.13 -0.43 0.236
H -2.53798 -5.96674 2.16862 0.62 0.82 0.20 0.291
H -1.91382 -3.25682 0.71759 -0.11 -1.07 0.02 -0.305
H -3.12771 -4.51241 0.26792 0.81 0.23 0.29 0.430
H -0.82326 -4.42204 -1.11253 -0.13 -0.57 0.66 0.168
H -1.54644 -6.02449 -0.63893 0.42 0.83 0.17 0.382
H 0.91723 -6.05422 -0.29175 -0.71 0.30 0.71 0.455
H 0.09201 -6.26518 1.30824 -0.08 0.61 -0.89 0.327
H 1.31313 -4.37834 2.12795 -0.17 0.09 -1.08 0.307
H 0.52398 -3.38364 0.79354 0.67 -0.63 0.60 -0.292
H 2.96398 -5.21632 0.16825 -0.29 0.82 0.18 0.427
H 2.23040 -3.90787 -0.83956 0.32 -0.32 0.90 0.193
H 4.50482 -3.44597 0.71201 -0.70 0.63 0.11 0.308
H 3.21312 -3.10785 1.96602 0.48 0.29 -0.97 0.346
H 3.06957 -1.94885 -0.94307 -0.38 0.34 1.05 -0.098
H 2.11588 -1.39302 0.57350 0.72 -0.10 -0.69 -0.105
H 4.34158 -0.41707 1.46034 -0.19 -0.21 -1.03 0.338
H 5.19764 -0.92365 -0.04488 -0.85 -0.12 0.38 0.294
H 4.38025 0.84061 -1.32017 -0.75 0.13 0.69 0.559
H 2.67976 0.70093 -0.54017 1.12 0.34 -0.15 -0.754
H 3.67246 1.67269 1.65416 0.23 0.35 -1.06 0.263
H 5.25724 1.88523 0.83359 -1.02 -0.06 -0.19 0.432
H 3.99420 3.35410 -0.98975 -0.17 -0.01 1.01 0.379
H 4.36176 4.16464 0.56833 -0.36 -0.96 -0.14 0.333
H 1.64943 3.03198 -0.41349 0.36 0.71 0.81 -0.160
H 1.98967 4.74215 -0.01688 0.35 -0.97 0.32 0.490
H 1.13877 4.38016 2.08734 0.12 -1.04 -0.12 0.401
H 2.55920 3.22515 2.47325 -0.61 0.41 -0.40 0.494
H 0.05273 2.33457 0.86236 0.75 0.19 0.87 -0.964
H 1.34677 1.23730 1.44746 -0.38 0.90 0.63 -0.485
H 0.10111 2.71575 3.75849 -0.72 -0.79 -0.64 0.333
H 0.03324 0.90381 3.44547 -0.13 1.06 -0.33 0.243
H -2.22035 3.49971 4.29475 -0.21 -0.59 -0.97 0.077
H -4.35011 4.20771 4.71422 -0.21 -0.15 -0.32 0.220
H -5.75704 3.44860 4.15332 0.35 0.21 -0.03 0.227
H -5.75307 2.20271 1.82774 1.12 0.02 0.34 0.252
H 0.22037 0.36009 -1.44623 -0.92 0.03 -0.44 -0.153
H 0.01844 1.70055 -4.46743 -0.11 -1.06 0.21 0.385
H -1.30677 -0.84007 -5.59894 0.63 0.67 -0.27 0.388
H -0.97624 0.86013 -6.30204 0.01 -1.16 0.43 0.375
H 0.37459 -0.32790 -6.22698 -1.09 0.03 0.37 0.403
H 2.00315 0.26861 -4.64831 -0.68 -0.26 0.82 0.538
H 1.58210 0.72489 -2.95276 -0.02 -0.84 -0.72 0.051
H 2.27790 -1.96286 -3.57664 -0.98 0.42 -0.16 0.336
H 0.45508 -1.97988 -4.00031 0.89 0.16 0.44 0.323
H 1.05716 -1.56371 -2.33008 0.02 -0.10 -1.14 -0.072
H -2.97674 0.62157 -4.59052 0.20 -0.09 0.92 0.340
H -4.82923 0.50669 -2.71714 1.01 0.01 -0.07 0.347
O -0.49732 5.46597 1.66405 0.42 0.11 0.46 -0.819
S -1.50344 5.15989 0.61377 -0.62 0.29 -0.30 1.014
O -2.85184 5.11288 1.23541 -0.14 -0.15 0.13 -0.743
O -1.18742 3.82882 0.01245 0.13 -0.41 -0.12 -0.570
O -1.47004 6.20343 -0.43794 0.14 0.02 -0.09 -0.800